Entry 1:
A molecular structure, C40H118B2N10O10Pt, computed with the ωB97M-V functional and the def2-TZVPD basis.

Its spin multiplicity is 3. The calculation puts the HOMO-LUMO gap (alpha / beta) at 6.77 / 7.80 eV. The calculation puts the LUMO energy (alpha / beta) at 0.424 / 0.419 eV. The calculation puts the HOMO energy (alpha / beta) at -6.3 / -7.4 eV. Its relative energy (zero: lowest compared OMol25 entry of this formula, charge and spin) is 0.0000 eV. The net charge is 0.

Each line ends with the Mulliken charge.
CARTESIAN COORDINATES (ANGSTROEM)
Pt  2.473  -0.511  0.863  4.747
B  0.520  0.568  -0.414  9.153
H  -0.501  0.528  -0.758  -1.247
H  0.666  1.217  0.436  -0.937
H  0.778  -0.431  -0.096  -2.920
H  1.126  0.890  -1.247  -1.915
B  4.151  -1.393  2.138  3.286
H  4.642  -0.642  2.738  -0.433
H  4.247  -1.157  1.090  -1.265
H  4.638  -2.344  2.286  -0.292
H  3.122  -1.562  2.416  -1.563
C  4.001  -4.346  -0.079  -1.654
C  3.526  -3.073  -0.811  1.450
C  3.224  -3.301  -2.308  -1.377
O  2.771  -2.021  -2.750  -0.354
C  2.127  -2.090  -4.006  -0.950
N  2.341  -2.606  -0.101  -0.053
H  4.251  -4.201  0.972  0.216
H  4.981  -4.653  -0.443  0.505
H  3.268  -5.147  -0.176  0.423
H  4.283  -2.289  -0.774  -0.468
H  2.472  -4.088  -2.367  0.294
H  4.048  -3.559  -2.972  0.552
H  2.268  -1.128  -4.497  0.168
H  1.047  -2.236  -3.982  0.184
H  2.586  -2.806  -4.688  0.429
H  1.655  -2.698  -0.836  0.035
H  2.032  -3.364  0.490  -0.360
C  -3.389  2.490  2.705  -1.859
C  -3.064  1.399  1.644  0.150
C  -3.267  1.902  0.154  0.414
O  -4.630  2.060  -0.126  -0.459
C  -4.900  2.345  -1.533  -0.713
N  -1.663  1.070  1.859  0.705
H  -4.464  2.639  2.608  0.476
H  -2.784  3.396  2.717  0.319
H  -3.329  2.103  3.723  0.413
H  -3.717  0.528  1.698  0.165
H  -2.868  1.056  -0.407  -0.509
H  -2.646  2.779  -0.029  0.013
H  -4.344  1.611  -2.116  0.142
H  -4.465  3.311  -1.791  0.355
H  -5.965  2.366  -1.764  0.333
H  -1.236  1.878  2.290  -0.238
H  -1.190  0.928  0.978  -1.808
C  5.699  0.249  -1.606  -1.777
C  4.342  1.002  -1.609  2.153
C  3.990  1.663  -2.928  -1.576
O  3.036  2.742  -2.784  -0.466
C  2.579  3.290  -4.059  -0.809
N  3.318  0.108  -1.163  0.384
H  5.595  -0.626  -2.249  0.303
H  6.035  -0.140  -0.645  0.229
H  6.488  0.907  -1.970  0.564
H  4.400  1.805  -0.874  -0.462
H  3.553  0.961  -3.638  0.232
H  4.907  1.979  -3.425  0.548
H  2.127  2.505  -4.665  0.138
H  3.393  3.720  -4.642  0.438
H  1.907  4.133  -3.899  0.197
H  2.575  0.673  -1.548  -1.530
H  3.236  -0.617  -1.862  0.070
C  5.092  2.329  1.747  -1.559
C  3.715  2.144  2.445  0.500
C  3.270  3.444  3.083  -0.885
O  2.008  3.186  3.691  -0.078
C  1.405  4.302  4.430  -0.959
N  2.747  1.661  1.444  0.699
H  4.954  3.117  1.007  0.274
H  5.417  1.427  1.227  0.089
H  5.866  2.554  2.480  0.568
H  3.909  1.385  3.202  0.246
H  3.221  4.275  2.379  -0.095
H  3.930  3.716  3.906  0.639
H  2.015  4.777  5.199  0.303
H  0.484  3.909  4.861  0.290
H  0.913  4.999  3.752  0.276
H  2.824  2.256  0.631  -0.575
H  1.931  2.091  1.857  -0.586
C  -0.400  0.276  -4.762  -1.149
C  -1.500  1.291  -4.578  1.045
C  -1.048  2.558  -3.799  -0.169
O  -2.222  3.358  -3.659  -0.387
C  -2.026  4.636  -3.036  -0.682
N  -1.960  1.577  -5.893  -0.657
H  0.079  0.007  -3.820  -0.103
H  0.319  0.580  -5.523  0.478
H  -0.838  -0.657  -5.115  0.380
H  -2.244  0.839  -3.923  -0.635
H  -0.273  3.088  -4.353  0.361
H  -0.681  2.141  -2.861  0.165
H  -1.136  5.144  -3.406  0.365
H  -1.893  4.563  -1.956  0.070
H  -2.887  5.290  -3.174  0.387
H  -1.263  2.235  -6.212  0.344
H  -2.863  2.029  -5.930  0.333
C  -5.778  -1.010  -0.345  -0.501
C  -7.155  -0.409  -0.250  0.675
C  -8.359  -1.322  -0.311  -1.086
O  -8.272  -1.902  -1.617  -0.233
C  -9.245  -2.902  -1.902  -0.821
N  -7.182  0.361  1.007  -0.797
H  -5.024  -0.286  -0.654  -0.190
H  -5.713  -1.798  -1.095  0.431
H  -5.442  -1.384  0.622  0.176
H  -7.147  0.307  -1.073  0.115
H  -9.264  -0.715  -0.299  0.418
H  -8.290  -2.103  0.446  0.406
H  -8.964  -3.429  -2.814  0.235
H  -10.246  -2.469  -1.898  0.299
H  -9.345  -3.676  -1.142  0.342
H  -7.085  -0.282  1.779  0.332
H  -6.306  0.855  1.099  0.286
C  0.698  -6.348  2.174  -1.365
C  1.681  -5.517  3.031  0.620
C  3.138  -6.077  2.970  -0.611
O  3.354  -7.291  3.701  -0.443
C  3.436  -7.257  5.113  -0.662
N  1.589  -4.142  2.482  0.170
H  -0.338  -6.084  2.387  0.165
H  0.888  -7.418  2.259  0.455
H  0.872  -6.262  1.101  0.180
H  1.194  -5.464  4.005  0.271
H  3.897  -5.360  3.283  0.566
H  3.460  -6.300  1.953  0.047
H  4.332  -6.756  5.479  0.287
H  3.518  -8.296  5.433  0.258
H  2.617  -6.710  5.581  0.267
H  0.677  -3.785  2.729  -0.293
H  2.313  -3.497  2.763  -0.159
C  -2.000  -2.685  0.187  -0.542
C  -1.552  -2.833  -1.337  0.203
C  -2.467  -2.070  -2.387  0.416
O  -3.674  -2.720  -2.709  -0.488
C  -4.432  -2.182  -3.821  -0.671
N  -0.239  -2.295  -1.433  0.279
H  -2.922  -3.225  0.402  0.718
H  -2.179  -1.634  0.412  -0.415
H  -1.174  -2.953  0.845  -0.203
H  -1.509  -3.864  -1.686  0.623
H  -1.917  -2.007  -3.326  0.349
H  -2.709  -1.066  -2.038  -0.503
H  -4.492  -1.098  -3.725  0.164
H  -5.434  -2.610  -3.860  0.289
H  -3.874  -2.276  -4.753  0.382
H  -0.071  -2.116  -2.413  -0.613
H  -0.136  -1.342  -1.114  -1.637
C  -0.061  4.896  0.454  -0.676
C  0.997  4.888  -0.646  1.256
C  2.095  5.922  -0.416  -0.532
O  1.515  7.228  -0.482  -0.384
C  2.430  8.221  -0.212  -0.846
N  1.662  3.602  -0.588  0.976
H  -0.620  5.826  0.556  0.540
H  0.362  4.782  1.452  -0.191
H  -0.771  4.076  0.345  -0.267
H  0.555  4.976  -1.639  -0.209
H  2.796  5.798  -1.243  0.462
H  2.627  5.677  0.503  0.105
H  1.960  9.189  -0.387  0.279
H  3.346  8.223  -0.804  0.316
H  2.569  8.228  0.869  0.324
H  0.983  2.865  -0.718  -1.377
H  2.323  3.554  -1.350  0.211
C  0.574  0.465  4.418  -1.638
C  0.477  -0.929  3.766  0.722
C  -0.832  -1.610  4.137  -1.193
O  -0.925  -2.978  3.715  -0.173
C  -2.199  -3.623  3.741  -0.751
N  0.535  -0.789  2.379  1.831
H  0.647  0.332  5.497  0.577
H  -0.287  1.109  4.244  0.081
H  1.513  0.936  4.127  0.231
H  1.282  -1.604  4.058  0.491
H  -1.658  -1.063  3.681  0.206
H  -0.942  -1.691  5.218  0.566
H  -2.968  -3.022  3.256  0.227
H  -2.387  -3.700  4.812  0.328
H  -2.037  -4.607  3.301  0.155
H  0.044  -1.622  2.087  -0.777
H  -0.204  -0.151  2.121  -0.538

=====

Entry 2:
A molecular structure, C40H24I2MoN10Se, computed with the ωB97M-V functional and the def2-TZVPD basis.

The calculation puts the HOMO-LUMO gap (alpha / beta) at 4.38 / 4.38 eV. The calculation puts the LUMO energy (alpha / beta) at -13.393 / -13.392 eV. The calculation puts the HOMO energy (alpha / beta) at -17.8 / -17.8 eV. The net charge is +4.

Each line ends with the Mulliken charge.
CARTESIAN COORDINATES (ANGSTROEM)
Mo  -15.703  -9.905  -6.386  -0.189
C  -12.939  -10.364  -0.135  -0.697
C  -13.587  -9.142  0.132  -0.691
C  -14.367  -8.556  -0.863  -0.492
C  -14.499  -9.225  -2.085  0.452
C  -15.282  -8.902  -3.258  -0.182
N  -15.082  -9.905  -4.206  0.665
C  -14.169  -10.776  -3.719  -0.025
N  -13.771  -11.920  -4.292  -0.467
C  -14.401  -12.611  -5.247  -0.136
C  -14.304  -14.049  -5.456  0.342
C  -13.437  -15.042  -4.964  -0.456
C  -13.748  -16.385  -5.184  -0.561
C  -14.747  -16.741  -6.108  -0.559
C  -15.432  -15.724  -6.799  -0.137
C  -15.300  -14.391  -6.399  0.325
C  -16.009  -13.170  -6.726  -0.021
N  -17.031  -13.110  -7.596  -0.540
C  -17.736  -11.953  -7.793  0.098
N  -17.457  -10.702  -7.389  0.542
C  -18.452  -9.807  -7.712  -0.664
N  -18.814  -8.651  -7.167  -0.285
C  -18.320  -8.084  -6.107  -0.702
N  -17.058  -8.333  -5.576  1.003
C  -16.961  -7.684  -4.372  -0.711
N  -15.982  -7.798  -3.506  -0.252
C  -18.183  -6.951  -4.088  1.031
C  -18.617  -6.287  -2.996  -0.113
C  -19.951  -5.861  -2.903  -0.742
C  -20.832  -6.170  -3.966  -0.645
C  -20.411  -6.926  -5.084  -0.590
C  -19.081  -7.271  -5.169  0.599
C  -19.407  -10.543  -8.543  0.394
C  -20.622  -10.232  -9.052  -0.097
C  -21.282  -11.199  -9.880  -0.598
C  -20.775  -12.510  -9.980  -0.702
C  -19.579  -12.920  -9.322  -0.087
C  -18.937  -11.922  -8.610  0.283
N  -15.430  -12.151  -6.016  0.370
C  -13.802  -10.364  -2.354  0.149
C  -13.049  -10.962  -1.376  -0.162
H  -12.315  -10.797  0.642  0.471
H  -13.439  -8.618  1.109  0.451
H  -14.807  -7.577  -0.637  0.520
H  -12.640  -14.863  -4.236  0.459
H  -13.172  -17.235  -4.783  0.436
H  -15.019  -17.768  -6.306  0.458
H  -16.143  -15.955  -7.592  0.508
H  -17.922  -6.272  -2.116  0.435
H  -20.324  -5.239  -2.097  0.477
H  -21.846  -5.748  -3.921  0.433
H  -21.119  -7.215  -5.853  0.552
H  -21.081  -9.240  -8.883  0.466
H  -22.248  -10.927  -10.303  0.451
H  -21.403  -13.238  -10.458  0.446
H  -19.186  -13.936  -9.302  0.567
H  -12.405  -11.823  -1.596  0.499
I  -19.163  -10.214  -3.949  0.166
I  -20.960  -12.116  -3.201  0.069
C  -11.551  -10.011  -7.369  -1.081
N  -12.274  -9.175  -6.409  0.391
C  -13.511  -8.587  -6.575  -0.148
Se  -14.609  -8.788  -8.154  -0.096
N  -13.588  -7.477  -5.712  0.387
C  -12.420  -7.422  -4.946  0.379
C  -12.003  -6.626  -3.898  -0.780
C  -10.832  -6.986  -3.199  -0.531
C  -10.028  -8.005  -3.657  -0.773
C  -10.350  -8.674  -4.790  -0.645
C  -11.613  -8.499  -5.362  0.900
H  -12.337  -10.579  -7.958  0.434
H  -10.941  -10.782  -6.834  0.360
H  -10.984  -9.327  -8.030  0.329
H  -14.377  -6.818  -5.699  0.340
H  -12.629  -5.787  -3.628  0.498
H  -10.470  -6.331  -2.396  0.481
H  -9.075  -8.179  -3.166  0.542
H  -9.569  -9.353  -5.188  0.403

=====

Number 1: E -83355.9985 eV. Number 2: E -140135.8191 eV.